[1]
This record from the Open Molecules 2025 dataset describes C9H12F12N2NaO15S6 as an isolated structure. The level of theory is ωB97M-V/def2-TZVPD.

Positions of all 57 atoms, in Å:
Na1 -0.44803 -0.33228 0.78619
C1 -4.12901 -1.13970 0.88937
F1 -3.07852 -1.15381 -0.01614
F2 -5.29359 -0.89515 0.23531
F3 -4.27732 -2.44710 1.38518
S1 -3.79285 0.14709 2.33376
O1 -4.10886 1.43315 1.70572
O2 -4.63542 -0.16752 3.46223
N1 -2.11407 -0.13232 2.54141
S2 -1.96970 0.39700 3.95775
O3 -2.39898 1.77730 4.26683
O4 -2.20681 -0.60498 5.02651
C2 -0.02153 0.66839 3.99389
F4 0.55675 -0.54715 3.79052
F5 0.29471 1.45826 3.03802
F6 0.31155 1.23680 5.17055
C3 2.62865 -4.22329 0.19335
F7 3.40008 -4.47841 -0.91626
F8 1.48811 -4.97123 -0.01598
F9 3.25731 -4.59435 1.23240
S3 2.27253 -2.31380 0.43027
O5 2.20758 -2.11187 1.84563
O6 3.36395 -1.56189 -0.19153
N2 0.71116 -2.10503 -0.29971
S4 0.89043 -1.99923 -1.84450
O7 0.44817 -0.72874 -2.36418
O8 2.10677 -2.56527 -2.43509
C4 -0.55348 -3.15039 -2.42287
F10 -1.71472 -2.49568 -2.36667
F11 -0.37546 -3.48631 -3.72433
F12 -0.66037 -4.23438 -1.65670
O9 2.47101 3.08709 1.92270
S5 2.58778 1.95095 0.99290
O10 1.57919 0.94572 0.79598
O11 2.90640 2.63220 -0.46886
C5 3.14204 1.78782 -1.58949
C6 2.17713 2.08896 -2.75719
C7 4.32285 1.27386 1.21700
H1 3.07180 0.71342 -1.41966
H2 4.16818 1.97687 -1.90474
H3 1.25246 1.60267 -2.44640
H4 2.51806 1.54345 -3.63713
H5 2.00928 3.13657 -3.00705
H6 4.52723 0.75596 2.15408
H7 5.05611 2.05922 1.03359
H8 4.48522 0.59154 0.38262
C8 -2.53812 0.85077 -2.34373
C9 -3.78860 1.59525 -1.86592
O12 -3.22771 2.65988 -1.10185
S6 -1.58654 2.75219 -1.00167
O13 -1.07233 2.80541 0.41373
O14 -1.17143 3.68868 -2.05847
O15 -1.44871 1.19544 -1.48415
H9 -2.22096 1.01066 -3.37424
H10 -2.67399 -0.22593 -2.24197
H11 -4.45354 0.81935 -1.48653
H12 -4.25173 2.02412 -2.75456

Its HOMO energy is -7.38 eV. As for the electronic energy: -5338.0754 hartree. The strongest force on any atom comes out at 9.200 eV/A. Its charge is -1. The value obtained for the LUMO energy is 1.940 eV.

Which charges does Mulliken predict for the atoms? In e, they are: number 1, Na, carries 1.10; number 2, C, carries 0.50; number 3, F, carries -0.18; number 4, F, carries -0.22; number 5, F, carries -0.25; number 6, S, carries 0.84; number 7, O, carries -0.56; number 8, O, carries -0.57; number 9, N, carries -0.14; number 10, S, carries 0.79; number 11, O, carries -0.64; number 12, O, carries -0.68; number 13, C, carries 0.61; number 14, F, carries -0.20; number 15, F, carries -0.24; number 16, F, carries -0.22; number 17, C, carries 0.51; number 18, F, carries -0.21; number 19, F, carries -0.22; number 20, F, carries -0.16; number 21, S, carries 0.95; number 22, O, carries -0.60; number 23, O, carries -0.58; number 24, N, carries -0.35; number 25, S, carries 0.57; number 26, O, carries -0.46; number 27, O, carries -0.55; number 28, C, carries 0.45; number 29, F, carries -0.21; number 30, F, carries -0.23; number 31, F, carries -0.20; number 32, O, carries -0.68; number 33, S, carries 0.96; number 34, O, carries 0.12; number 35, O, carries -0.43; number 36, C, carries 0.22; number 37, C, carries -0.79; number 38, C, carries -0.92; number 39, H, carries -0.12; number 40, H, carries 0.35; number 41, H, carries -0.15; number 42, H, carries 0.38; number 43, H, carries 0.34; number 44, H, carries 0.35; number 45, H, carries 0.39; number 46, H, carries 0.20; number 47, C, carries -0.21; number 48, C, carries -0.10; number 49, O, carries -0.39; number 50, S, carries 1.16; number 51, O, carries -0.46; number 52, O, carries -0.59; number 53, O, carries 0.00; number 54, H, carries 0.30; number 55, H, carries 0.00; number 56, H, carries 0.15; number 57, H, carries 0.29

---

[2]
This record from the Open Molecules 2025 dataset describes C10H10S in the gas phase. The level of theory is ωB97M-V/def2-TZVPD.

Positions of all 21 atoms, in Å:
C1 0.20384 2.89223 1.03123
C2 0.32177 2.29650 2.29268
C3 -0.03493 2.10384 -0.07958
C4 0.32651 0.94928 2.48244
C5 0.02414 0.70803 0.17602
C6 0.17563 0.03165 1.35679
C7 -1.41256 -1.90800 -0.86193
C8 -0.05857 -2.16824 -0.15218
C9 -0.16935 -1.35003 -1.27641
C10 0.54839 -1.19854 -2.52070
S1 0.24789 -1.68348 1.53976
H1 0.19172 3.97338 1.10234
H2 0.55176 3.07779 2.94951
H3 -0.38842 2.35854 -1.09701
H4 0.60969 0.51750 3.40048
H5 -1.75857 -2.70690 -1.40257
H6 -1.87420 -1.26337 -0.17210
H7 0.35871 -3.12190 -0.36909
H8 0.49469 -0.18559 -2.82131
H9 0.03931 -1.82374 -3.29676
H10 1.60254 -1.49895 -2.28163

Its multiplicity is 3. Its HOMO energy (spin up / spin down) is -6.53 / -7.88 eV. As for the electronic energy: -784.9829 hartree. The strongest force on any atom comes out at 2.893 eV/A. Its charge is 0. The value obtained for the LUMO energy (spin up / spin down) is 0.912 / -1.079 eV.

Which charges does Mulliken predict for the atoms? In e, they are: number 1, C, carries -0.29; number 2, C, carries -0.55; number 3, C, carries -0.75; number 4, C, carries -0.55; number 5, C, carries 0.17; number 6, C, carries 0.64; number 7, C, carries -0.96; number 8, C, carries -0.14; number 9, C, carries 0.50; number 10, C, carries -1.16; number 11, S, carries -0.27; number 12, H, carries 0.32; number 13, H, carries 0.37; number 14, H, carries 0.33; number 15, H, carries 0.37; number 16, H, carries 0.39; number 17, H, carries 0.30; number 18, H, carries 0.39; number 19, H, carries 0.32; number 20, H, carries 0.33; number 21, H, carries 0.27

---

[3]
This record from the Open Molecules 2025 dataset describes C4H7N3S in the gas phase. The level of theory is ωB97M-V/def2-TZVPD.

Positions of all 15 atoms, in Å:
H1 0.48560 0.97188 3.21052
N1 0.98283 1.41722 2.44341
C1 0.56545 0.83437 1.38400
C2 1.06331 1.18196 0.00021
N2 0.32419 0.19486 -0.78592
S1 0.55270 -0.06316 -2.43704
C3 -0.42029 -0.57972 0.08416
C4 -1.26658 -1.71396 -0.40019
N3 -0.32973 -0.24495 1.33054
H2 0.79290 2.20808 -0.28550
H3 2.13937 1.04826 -0.06753
H4 -0.39807 0.75828 -2.90469
H5 -2.06306 -1.36943 -1.06425
H6 -1.74011 -2.18186 0.45199
H7 -0.68852 -2.46184 -0.95971

Its HOMO energy is -8.93 eV. As for the electronic energy: -719.0593 hartree. The SMILES is [H]/N=C1/CN(S)C(C)=N1. The strongest force on any atom comes out at 1.562 eV/A. Its charge is 0. The value obtained for the LUMO energy is 0.478 eV.

Which charges does Mulliken predict for the atoms? In e, they are: number 1, H, carries 0.31; number 2, N, carries -0.68; number 3, C, carries 0.40; number 4, C, carries -0.31; number 5, N, carries -0.06; number 6, S, carries -0.18; number 7, C, carries 0.71; number 8, C, carries -1.17; number 9, N, carries -0.65; number 10, H, carries 0.28; number 11, H, carries 0.28; number 12, H, carries 0.14; number 13, H, carries 0.30; number 14, H, carries 0.32; number 15, H, carries 0.33

---

[4]
This record from the Open Molecules 2025 dataset describes an isolated ion of composition C7H11N4 and charge +1. The level of theory is ωB97M-V/def2-TZVPD.

Positions of all 22 atoms, in Å:
C1 -2.74607 1.36125 0.22504
C2 -1.94839 0.12457 -0.03178
N1 -2.41998 -1.06081 -0.03096
C3 -1.50617 -2.05572 -0.22673
N2 -0.24426 -2.07431 -0.00156
N3 0.35573 -0.78954 0.25305
C4 -0.51435 0.36900 -0.11851
C5 0.19847 1.37856 -0.63802
C6 1.62080 0.95823 -0.52498
N4 1.64568 -0.47572 -0.45129
C7 2.75785 -0.97989 0.28394
H1 -3.74874 1.35901 0.08620
H2 -2.30432 2.17459 -0.31683
H3 -2.49797 1.56891 1.25774
H4 -2.02033 -3.02779 -0.42543
H5 0.28888 -0.71172 1.31867
H6 -0.17277 2.33980 -0.88598
H7 2.16832 1.11361 -1.43828
H8 2.08580 1.48495 0.30883
H9 2.60471 -2.03902 0.41706
H10 3.56703 -0.63334 -0.34332
H11 2.83009 -0.38462 1.28314

Its HOMO energy is -14.25 eV. As for the electronic energy: -491.9667 hartree. The SMILES is CC1=NC=N[N@@H+]2C1=CCN2C. The strongest force on any atom comes out at 3.314 eV/A. Its charge is +1. The value obtained for the LUMO energy is -4.878 eV.

Which charges does Mulliken predict for the atoms? In e, they are: number 1, C, carries -1.35; number 2, C, carries 0.75; number 3, N, carries -0.53; number 4, C, carries -0.01; number 5, N, carries -0.81; number 6, N, carries 0.77; number 7, C, carries 0.32; number 8, C, carries -0.65; number 9, C, carries -0.59; number 10, N, carries -0.29; number 11, C, carries -0.83; number 12, H, carries 0.41; number 13, H, carries 0.35; number 14, H, carries 0.37; number 15, H, carries 0.41; number 16, H, carries 0.49; number 17, H, carries 0.46; number 18, H, carries 0.42; number 19, H, carries 0.32; number 20, H, carries 0.31; number 21, H, carries 0.36; number 22, H, carries 0.33

---

[5]
This record from the Open Molecules 2025 dataset describes C38H36I2N6O3TeTi as an isolated structure. The level of theory is ωB97M-V/def2-TZVPD.

Positions of all 87 atoms, in Å:
Ti1 0.43196 0.54349 -0.20280
I1 2.88544 5.69818 5.03296
C1 2.38546 4.54493 3.35914
C2 3.24837 4.49064 2.27611
C3 2.90127 3.71830 1.18464
I2 4.15548 3.60064 -0.48096
C4 1.70383 2.97876 1.12578
O1 1.42592 2.26122 0.08053
C5 0.84260 3.06842 2.24117
C6 -0.50022 2.39394 2.19211
N1 -0.44217 0.94557 1.90375
C7 0.18954 0.15171 2.97349
C8 1.50191 -0.42732 2.51311
C9 2.39212 -1.00489 3.37180
C10 3.61084 -1.53624 2.89496
C11 3.88563 -1.36507 1.52704
C12 2.96188 -0.77351 0.71250
N2 1.72119 -0.34740 1.15452
C13 1.19217 3.84096 3.33688
H1 4.18008 5.03883 2.28205
H2 -0.99719 2.55479 3.15638
H3 -1.12404 2.84568 1.41777
H4 -1.40374 0.62943 1.79859
H5 0.34730 0.76825 3.86310
H6 -0.50021 -0.64848 3.26092
H7 2.15261 -1.03081 4.42870
H8 4.32720 -1.98852 3.56425
H9 4.83539 -1.66837 1.10534
H10 3.18383 -0.57891 -0.33298
H11 0.51760 3.89597 4.18334
C14 1.26205 -3.26512 -1.68343
C15 0.06512 -2.35749 -1.75676
O2 -0.07287 -1.40958 -0.98248
N3 -0.85645 -2.64268 -2.69262
C16 -2.13006 -1.93993 -2.76706
C17 -2.28623 -1.07294 -3.99183
C18 -3.41013 -1.19705 -4.79916
C19 -3.56136 -0.33946 -5.87707
C20 -2.58152 0.60891 -6.11110
C21 -1.48864 0.64488 -5.25578
N4 -1.33245 -0.17257 -4.22130
H12 1.98065 -2.84588 -0.98190
H13 1.71922 -3.38301 -2.66645
H14 0.96223 -4.25382 -1.33052
H15 -0.77337 -3.52394 -3.17132
H16 -2.20285 -1.31272 -1.87871
H17 -2.93907 -2.66993 -2.72847
H18 -4.15772 -1.94819 -4.57827
H19 -4.42912 -0.41127 -6.51980
H20 -2.65475 1.30700 -6.93322
H21 -0.70288 1.37610 -5.40772
O3 -1.22758 1.44941 -0.79872
C22 -1.18424 2.62571 -1.38976
C23 -2.15936 3.59113 -1.08211
C24 -2.12864 4.85465 -1.63064
C25 -1.11865 5.21231 -2.52104
C26 -0.16949 4.27256 -2.86143
C27 -0.18949 2.97567 -2.33782
C28 0.79948 2.00737 -2.79992
N5 1.16149 0.86591 -2.23336
C29 2.08375 0.26896 -3.05619
C30 2.29634 1.05307 -4.14068
N6 1.47593 2.14219 -3.96934
H22 -2.93613 3.30450 -0.38371
H23 -2.88758 5.57590 -1.35426
H24 -1.06675 6.21310 -2.92690
H25 0.63657 4.56965 -3.52376
H26 2.54705 -0.67019 -2.80492
H27 2.94281 0.94428 -4.99185
H28 1.38474 2.91743 -4.60085
C31 -3.29022 -3.17812 2.87906
Te1 -2.51681 -1.97284 1.27043
C32 -0.66671 -2.98856 1.66193
C33 -0.83297 -3.68645 2.98285
C34 0.27496 -4.22720 3.63280
C35 0.12981 -4.87223 4.84892
C36 -1.12848 -4.97986 5.42929
C37 -2.23046 -4.43518 4.79198
C38 -2.09240 -3.78177 3.56916
H29 -3.94806 -3.94570 2.47504
H30 -3.86464 -2.55195 3.55868
H31 0.14710 -2.26716 1.69736
H32 -0.45915 -3.69051 0.85345
H33 1.25628 -4.12214 3.18438
H34 0.99708 -5.28160 5.35008
H35 -1.24725 -5.47722 6.38299
H36 -3.21018 -4.50661 5.24962

Its multiplicity is 3. Its HOMO energy (spin up / spin down) is -4.32 / -7.12 eV. As for the electronic energy: -3736.9368 hartree. The strongest force on any atom comes out at 1.110 eV/A. Its charge is 0. The value obtained for the LUMO energy (spin up / spin down) is 0.107 / 0.103 eV.

Which charges does Mulliken predict for the atoms? In e, they are: number 1, Ti, carries -0.13; number 2, I, carries 0.03; number 3, C, carries -0.55; number 4, C, carries -0.16; number 5, C, carries -0.45; number 6, I, carries -0.08; number 7, C, carries -0.63; number 8, O, carries 0.71; number 9, C, carries 1.29; number 10, C, carries -1.52; number 11, N, carries -0.16; number 12, C, carries -1.14; number 13, C, carries 0.28; number 14, C, carries -0.66; number 15, C, carries -1.07; number 16, C, carries -0.72; number 17, C, carries -0.99; number 18, N, carries 1.44; number 19, C, carries -0.62; number 20, H, carries 0.40; number 21, H, carries 0.48; number 22, H, carries 0.14; number 23, H, carries 0.27; number 24, H, carries 0.47; number 25, H, carries 0.44; number 26, H, carries 0.54; number 27, H, carries 0.39; number 28, H, carries 0.47; number 29, H, carries 0.53; number 30, H, carries 0.41; number 31, C, carries -1.64; number 32, C, carries 0.55; number 33, O, carries 0.30; number 34, N, carries -0.02; number 35, C, carries -0.10; number 36, C, carries 0.35; number 37, C, carries -0.95; number 38, C, carries -0.29; number 39, C, carries -1.00; number 40, C, carries 0.10; number 41, N, carries 0.14; number 42, H, carries 0.20; number 43, H, carries 0.52; number 44, H, carries 0.43; number 45, H, carries 0.27; number 46, H, carries -0.21; number 47, H, carries 0.37; number 48, H, carries 0.37; number 49, H, carries 0.42; number 50, H, carries 0.41; number 51, H, carries 0.27; number 52, O, carries -0.51; number 53, C, carries 0.73; number 54, C, carries -0.51; number 55, C, carries -0.65; number 56, C, carries -1.00; number 57, C, carries -0.98; number 58, C, carries 0.48; number 59, C, carries 0.00; number 60, N, carries 1.30; number 61, C, carries -0.57; number 62, C, carries -1.30; number 63, N, carries 0.21; number 64, H, carries 0.53; number 65, H, carries 0.42; number 66, H, carries 0.42; number 67, H, carries 0.39; number 68, H, carries 0.46; number 69, H, carries 0.47; number 70, H, carries 0.21; number 71, C, carries -1.14; number 72, Te, carries 0.10; number 73, C, carries 0.07; number 74, C, carries 0.32; number 75, C, carries -0.61; number 76, C, carries -0.73; number 77, C, carries -0.52; number 78, C, carries -0.68; number 79, C, carries 0.57; number 80, H, carries 0.42; number 81, H, carries 0.47; number 82, H, carries -0.65; number 83, H, carries 0.68; number 84, H, carries 0.42; number 85, H, carries 0.41; number 86, H, carries 0.40; number 87, H, carries 0.44

---

[6]
This record from the Open Molecules 2025 dataset describes BrH2MnO as an isolated structure. The level of theory is ωB97M-V/def2-TZVPD.

Positions of all 5 atoms, in Å:
Mn1 0.31582 3.60618 -0.34502
Br1 -0.31744 1.28947 -0.94463
O1 -0.20198 -1.96508 0.44706
H1 -0.33178 -1.23217 -0.16580
H2 0.53538 -1.69841 1.00838

Its multiplicity is 6. Its HOMO energy (spin up / spin down) is -13.95 / -13.95 eV. As for the electronic energy: -3801.1257 hartree. The strongest force on any atom comes out at 2.404 eV/A. Its charge is +1. The value obtained for the LUMO energy (spin up / spin down) is -8.188 / -8.187 eV.

Which charges does Mulliken predict for the atoms? In e, they are: number 1, Mn, carries 1.01; number 2, Br, carries -0.01; number 3, O, carries -0.56; number 4, H, carries 0.23; number 5, H, carries 0.33